one | The following is a DFT calculation (ωB97M-V/def2-TZVPD) of a structure of composition H3NO2S.

Last column: natural (NBO) charge in e.
Atoms and positions in Å:
N: -0.8972 -0.1849 0.2248  -0.31
O: -1.9685 0.5479 0.1232  -0.41
O: 2.0990 -0.5094 0.0486  -0.87
S: 1.2606 0.7245 0.1208  0.87
H: -0.7362 -0.6894 1.0991  0.35
H: -0.6720 -0.8678 -0.4859  0.35
H: 0.9143 0.9792 -1.1306  0.02

Calculated values
E_LUMO (spin up / spin down), eV: -0.844 / -0.672
2S+1: 1

---

two | The following is a DFT calculation (ωB97M-V/def2-TZVPD) of a cluster of 2 separate species, H3NO2S in total.

Last column: natural (NBO) charge in e.
Atoms and positions in Å:
O: -0.6099 3.2695 0.2121  -0.69
S: -1.1833 1.9930 -0.1908  0.69
N: 0.5219 -1.0270 -0.5119  -0.54
O: -0.0999 -1.3476 0.7375  -0.60
H: 1.1427 -1.8378 -0.6865  0.35
H: 1.1428 -0.1642 -0.3901  0.33
H: -0.9143 -0.8859 0.8297  0.46

Calculated values
E_LUMO (spin up / spin down), eV: -1.610 / -1.662
2S+1: 1

---

three | The following is a DFT calculation (ωB97M-V/def2-TZVPD) of a structure of composition H3NO2S.

Last column: natural (NBO) charge in e.
Atoms and positions in Å:
N: 0.9314 0.0551 -0.0107  -1.03
O: -1.6569 -1.1818 0.4629  -0.90
O: -1.6285 1.2942 0.2784  -0.89
S: -1.2653 0.0318 -0.2936  1.64
H: 0.9529 0.1478 -1.0093  0.38
H: 1.7014 0.5867 0.3979  0.40
H: 0.9650 -0.9338 0.1745  0.40

Calculated values
E_LUMO, eV: 0.310
2S+1: 1

---

Energies relative to the most stable structure are one 87.9; two 75.8; three 0.0, reported in kcal/mol.

---

one | The following is a DFT calculation (ωB97M-V/def2-TZVPD) of a cluster of 2 separate species, CH5INO in total.

Last column: natural (NBO) charge in e.
Atoms and positions in Å:
C: -0.7754 0.2311 1.0733  0.57
N: -1.8082 0.0294 0.3195  -0.65
O: -0.5789 -0.5137 2.1090  -0.60
I: 3.0319 0.0929 -3.7570  -0.09
H: 0.0588 0.9400 0.7284  0.23
H: -1.7772 0.3920 -0.6211  0.45
H: 4.3763 -0.3992 -3.3957  0.09
H: -2.4711 -0.5483 0.6554  0.43
H: -0.0563 -0.2243 2.8882  0.56

Calculated values
E_LUMO, eV: -5.006
Total charge: +1
2S+1: 1

---

two | The following is a DFT calculation (ωB97M-V/def2-TZVPD) of a cluster of 2 separate species, CH5INO in total.

Last column: natural (NBO) charge in e.
Atoms and positions in Å:
C: 1.4812 0.2323 -0.0810  0.57
N: 0.5124 -0.0368 0.7810  -0.69
O: 1.3905 1.0268 -1.0561  -0.54
I: -4.1836 -0.0655 -0.2349  -0.09
H: 2.4577 -0.2934 0.1109  0.21
H: 0.8215 -0.5270 1.5728  0.44
H: -4.0747 -1.6135 -0.1589  0.10
H: -0.5511 0.1179 0.5766  0.48
H: 2.1462 1.1593 -1.5105  0.53

Calculated values
E_LUMO, eV: -4.841
Total charge: +1
2S+1: 1

---

Energies relative to the most stable structure are one 3.1; two 0.0, reported in kcal/mol.

---

one | The following is a DFT calculation (ωB97M-V/def2-TZVPD) of a cluster of 2 separate species, C4H12 in total.

Last column: natural (NBO) charge in e.
Atoms and positions in Å:
C: 0.4772 -2.3359 -1.4188  -0.79
C: -0.1487 -0.9994 -1.9755  -0.85
H: 0.4210 -3.2040 -2.0790  0.18
H: 1.5634 -2.4988 -1.2728  0.20
H: 0.1125 -2.5453 -0.4155  0.20
H: -0.3903 -1.1003 -2.9150  0.18
H: 0.5557 -0.2820 -1.9289  0.20
H: -1.1860 -0.8141 -1.5490  0.19
C: -0.7766 2.1914 1.4872  -0.78
C: 0.5042 1.3130 1.8586  -0.83
H: -0.5061 3.1168 1.1043  0.19
H: -1.5193 1.5684 0.7781  0.18
H: -1.3228 2.2002 2.3794  0.18
H: 0.9825 1.1305 0.8856  0.20
H: 0.1175 0.4249 2.3733  0.19
H: 1.1157 1.8346 2.6881  0.17

Calculated values
Expectation value of S²: 0.75
E_LUMO (spin up / spin down), eV: 4.343 / 4.508
Total charge: -1
2S+1: 2

---

two | The following is a DFT calculation (ωB97M-V/def2-TZVPD) of a cluster of 2 separate species, C4H12 in total.

Last column: natural (NBO) charge in e.
Atoms and positions in Å:
C: -1.2321 0.0560 -2.2452  -0.83
C: -1.5790 0.7495 -0.9476  -0.97
H: -2.0388 0.0101 -2.9787  0.19
H: -0.4308 0.6272 -2.7276  0.19
H: -0.8664 -0.9337 -1.9720  0.20
H: -0.7426 1.0611 -0.3187  0.19
H: -2.2686 0.1764 -0.3120  0.18
H: -2.0751 1.7297 -0.9424  0.19
C: 2.1866 -0.4003 1.5361  -0.73
C: 0.6506 -0.4446 1.5974  -0.77
H: 2.6358 -1.3601 1.2848  0.19
H: 2.4062 0.3145 0.7344  0.20
H: 2.6511 -0.1227 2.4813  0.18
H: 0.1977 -0.2194 0.6372  0.21
H: 0.3229 -1.4559 1.8466  0.18
H: 0.1824 0.2123 2.3265  0.19

Calculated values
Expectation value of S²: 0.75
E_LUMO (spin up / spin down), eV: 4.337 / 4.414
Total charge: -1
2S+1: 2

---

Energies relative to the most stable structure are one 27.9; two 0.0, reported in kcal/mol.

---

one | The following is a DFT calculation (ωB97M-V/def2-TZVPD) of a cluster of 2 separate species, C4H12 in total.

Last column: natural (NBO) charge in e.
Atoms and positions in Å:
C: 1.1548 1.4336 -0.7482  -0.75
C: 2.3753 1.1655 0.1459  -0.73
H: 0.3118 0.9175 -0.2835  0.22
H: 0.7462 2.4457 -0.6380  0.19
H: 1.3386 1.1587 -1.7785  0.19
H: 3.3244 1.0877 -0.3806  0.19
H: 2.2059 0.2814 0.7657  0.20
H: 2.5252 1.9226 0.9266  0.19
C: -2.0639 -1.2706 0.9311  -1.00
C: -1.3388 -1.3120 -0.4264  -0.83
H: -2.8644 -2.0200 0.9473  0.18
H: -1.4754 -1.4314 1.8352  0.19
H: -2.6240 -0.3496 1.1222  0.19
H: -1.4385 -0.3615 -0.9477  0.19
H: -1.8899 -2.0877 -0.9700  0.19
H: -0.2873 -1.5797 -0.5012  0.20

Calculated values
Expectation value of S²: 0.75
E_LUMO (spin up / spin down), eV: 4.297 / 4.379
Total charge: -1
2S+1: 2

---

two | The following is a DFT calculation (ωB97M-V/def2-TZVPD) of a cluster of 2 separate species, C4H12 in total.

Last column: natural (NBO) charge in e.
Atoms and positions in Å:
C: 1.4408 -1.9344 -1.6740  -0.78
C: 0.6276 -1.3282 -0.5355  -0.98
H: 1.5255 -3.0126 -1.5630  0.19
H: 1.0612 -1.7756 -2.6841  0.19
H: 2.4502 -1.5088 -1.7073  0.19
H: 1.2645 -0.7082 0.0983  0.19
H: 0.2626 -2.0968 0.1438  0.19
H: -0.2194 -0.7083 -0.8305  0.19
C: -1.0627 1.2097 1.7621  -0.73
C: -1.0127 2.0444 0.4647  -0.80
H: -0.0789 0.8189 2.0428  0.20
H: -1.5252 1.7758 2.5650  0.18
H: -1.7082 0.3301 1.6258  0.19
H: -1.8821 2.6998 0.4704  0.18
H: -1.0097 1.4118 -0.4169  0.20
H: -0.0852 2.6203 0.4281  0.19

Calculated values
Expectation value of S²: 0.75
E_LUMO (spin up / spin down), eV: 4.338 / 4.515
Total charge: -1
2S+1: 2

---

three | The following is a DFT calculation (ωB97M-V/def2-TZVPD) of a cluster of 2 separate species, C4H12 in total.

Last column: natural (NBO) charge in e.
Atoms and positions in Å:
C: 1.1343 1.3927 0.5375  -0.83
C: 2.5696 0.7357 0.4218  -0.75
H: 0.5228 0.6146 1.0851  0.20
H: 1.1742 2.3855 0.9606  0.19
H: 0.5362 1.4154 -0.4103  0.20
H: 3.3398 1.3703 0.9016  0.18
H: 2.7594 0.6082 -0.6538  0.20
H: 2.6174 -0.2178 0.9399  0.20
C: -2.3559 -1.5624 -0.1428  -0.78
C: -1.3203 -0.6039 -0.7933  -0.93
H: -3.3393 -1.1674 -0.2578  0.19
H: -2.1646 -2.5294 -0.5916  0.20
H: -2.2074 -1.5229 0.9503  0.19
H: -1.8786 -0.1883 -1.7467  0.17
H: -0.3564 -1.0336 -1.0730  0.19
H: -1.0311 0.3034 -0.1274  0.19

Calculated values
Expectation value of S²: 0.75
E_LUMO (spin up / spin down), eV: 4.366 / 4.528
Total charge: -1
2S+1: 2

---

Energies relative to the most stable structure are one 6.6; two 0.0; three 14.6, reported in kcal/mol.

---

one | The following is a DFT calculation (ωB97M-V/def2-TZVPD) of a cluster of 2 separate species, C4H12 in total.

Last column: natural (NBO) charge in e.
Atoms and positions in Å:
C: -0.9504 0.5980 1.7394  -0.77
C: -1.5061 2.0190 1.4475  -0.72
H: -1.4578 -0.3435 1.9506  0.21
H: -0.2004 0.3512 0.9861  0.21
H: -0.4281 0.7116 2.7078  0.18
H: -1.2735 2.2642 0.4122  0.20
H: -1.0529 2.7581 2.1009  0.19
H: -2.5944 1.9943 1.5273  0.19
C: 1.5669 -1.6751 -1.0217  -0.77
C: 0.7834 -0.8588 -2.0255  -1.07
H: 0.9026 -1.9878 -0.2111  0.20
H: 1.9370 -2.5389 -1.5875  0.19
H: 2.4591 -1.2291 -0.5867  0.20
H: 1.3636 -0.0243 -2.4434  0.19
H: 0.7349 -1.3919 -3.0025  0.17
H: -0.2838 -0.6471 -1.9933  0.21

Calculated values
Expectation value of S²: 0.75
E_LUMO (spin up / spin down), eV: 4.288 / 4.352
Total charge: -1
2S+1: 2

---

two | The following is a DFT calculation (ωB97M-V/def2-TZVPD) of a cluster of 2 separate species, C4H12 in total.

Last column: natural (NBO) charge in e.
Atoms and positions in Å:
C: 0.0633 1.6088 0.7192  -0.71
C: -1.0266 2.2119 -0.3085  -0.74
H: -0.0236 0.5056 0.6557  0.21
H: 1.1097 1.7531 0.5128  0.19
H: -0.3447 1.9013 1.6647  0.19
H: -1.0967 3.1979 -0.1685  0.18
H: -1.8549 1.5150 -0.2474  0.21
H: -0.7202 1.9617 -1.2703  0.19
C: 1.2192 -1.6653 -0.2891  -0.73
C: -0.2497 -2.0635 -0.1752  -1.11
H: 1.3313 -0.6832 0.3794  0.18
H: 1.8950 -2.4387 0.2762  0.18
H: 1.7122 -1.5836 -1.1854  0.20
H: -0.8011 -1.8786 0.8345  0.18
H: -0.7791 -1.7068 -1.0175  0.19
H: -0.4656 -3.0950 -0.1125  0.19

Calculated values
Expectation value of S²: 0.75
E_LUMO (spin up / spin down), eV: 4.322 / 4.397
Total charge: -1
2S+1: 2

---

Energies relative to the most stable structure are one 0.0; two 15.3, reported in kcal/mol.

---

one | The following is a DFT calculation (ωB97M-V/def2-TZVPD) of a cluster of 2 separate species, C4H12 in total.

Last column: natural (NBO) charge in e.
Atoms and positions in Å:
C: -1.0043 0.9979 0.3225  -1.04
C: -2.3176 1.6729 0.7324  -0.77
H: -0.7543 0.1795 0.9945  0.19
H: -1.0152 0.7492 -0.7497  0.18
H: -0.1068 1.6284 0.2617  0.19
H: -2.9422 1.7900 -0.1640  0.19
H: -2.9828 1.0469 1.3313  0.19
H: -2.1252 2.6098 1.2519  0.19
C: 1.4162 -1.9332 -0.0968  -0.75
C: 1.8784 -0.7334 -0.8749  -0.78
H: 1.7449 -2.9265 -0.4186  0.19
H: 1.6686 -1.9370 0.9679  0.20
H: 0.3242 -1.9924 -0.1016  0.21
H: 1.0965 -0.2118 -1.4267  0.21
H: 2.5914 -0.9009 -1.7020  0.19
H: 2.5283 -0.0394 -0.3280  0.20

Calculated values
Expectation value of S²: 0.75
E_LUMO (spin up / spin down), eV: 4.362 / 4.482
Total charge: -1
2S+1: 2

---

two | The following is a DFT calculation (ωB97M-V/def2-TZVPD) of a cluster of 2 separate species, C4H12 in total.

Last column: natural (NBO) charge in e.
Atoms and positions in Å:
C: 0.4686 1.5182 2.7768  -0.74
C: -0.2330 1.0201 1.5293  -1.00
H: 1.5487 1.3325 2.7744  0.19
H: 0.3983 2.6117 2.7812  0.18
H: 0.0335 1.1242 3.6975  0.19
H: -1.2950 1.3014 1.5444  0.18
H: -0.3309 -0.0631 1.4728  0.19
H: 0.1447 1.3839 0.5684  0.19
C: 0.4354 -1.7295 -1.8901  -0.79
C: -0.6522 -0.7992 -2.3915  -0.75
H: 0.9600 -1.4034 -0.9835  0.20
H: 0.0478 -2.7007 -1.5971  0.19
H: 1.2316 -1.9253 -2.6091  0.18
H: -0.3358 0.2434 -2.3241  0.20
H: -1.6160 -0.9328 -1.9015  0.20
H: -0.8056 -0.9814 -3.4480  0.18

Calculated values
Expectation value of S²: 0.75
E_LUMO (spin up / spin down), eV: 4.309 / 4.472
Total charge: -1
2S+1: 2

---

three | The following is a DFT calculation (ωB97M-V/def2-TZVPD) of a cluster of 2 separate species, C4H12 in total.

Last column: natural (NBO) charge in e.
Atoms and positions in Å:
C: -0.5574 1.6817 1.1688  -1.00
C: -1.8423 0.7934 1.3931  -0.71
H: -0.5717 1.8682 0.0694  0.19
H: -0.8641 2.6837 1.6835  0.18
H: 0.4454 1.2767 1.4760  0.20
H: -2.0216 0.4217 2.4015  0.19
H: -1.7106 -0.2098 0.9072  0.19
H: -2.7901 1.2089 0.9810  0.19
C: 1.9459 -1.4933 -1.5092  -0.75
C: 0.5089 -1.0288 -1.0431  -0.84
H: 2.7756 -1.1085 -0.8215  0.20
H: 1.9148 -2.4823 -1.8672  0.19
H: 2.0347 -0.7714 -2.3795  0.19
H: 0.5566 -0.8797 0.0286  0.19
H: -0.0931 -1.8903 -1.1156  0.20
H: 0.2688 -0.0701 -1.3730  0.20

Calculated values
Expectation value of S²: 0.75
E_LUMO (spin up / spin down), eV: 4.304 / 4.479
Total charge: -1
2S+1: 2

---

Energies relative to the most stable structure are one 10.9; two 0.0; three 24.1, reported in kcal/mol.